No. 1
Here is C27H32AlBrClN2O4 as an isolated structure in a non-equilibrium geometry from OMol25. Energies are from ωB97M-V with the def2-TZVPD basis set.

Kohn-Sham gap (spin up / spin down)	2.9 / 3.9	eV
HOMO energy (spin up / spin down)	-0.307 / -1.309	eV
charge	-1
2S+1	1
ΔE to the lowest compared entry with this formula, charge and spin	0.00	kcal per mole
largest force on an atom	3.48	eV Å⁻¹
E	-128851.6559	eV

Geometry as XYZ:
```
68
Properties=species:S:1:pos:R:3:forces:R:3
Al 0.55941 -0.70655 1.02489 1.091 0.226 -1.110
Cl 0.42639 -0.94195 3.57453 -2.345 -0.477 2.524
N -1.55364 -0.24800 0.64266 -1.377 -1.037 0.778
N 2.15175 -0.53408 -0.37251 0.351 -0.466 -0.375
C -2.37703 -1.14111 1.16261 1.569 1.598 -0.816
C 2.75136 -1.63955 -0.76323 -1.469 0.642 1.017
C -2.42172 0.75464 -0.05582 0.102 -0.266 0.517
C -3.74727 0.56692 0.68007 0.028 -0.478 0.750
C -2.56395 0.34908 -1.51402 0.078 -0.172 -0.346
C -1.96919 2.18873 0.06745 -0.080 0.420 0.071
H -2.95145 -0.67552 -1.60176 0.169 0.171 0.003
H -1.59340 0.40482 -2.02434 -0.212 -0.094 0.128
H -3.26543 1.02774 -2.01679 0.104 -0.065 0.028
H -1.85372 2.44566 1.12495 0.081 0.014 -0.333
H -2.75365 2.83581 -0.35918 0.209 -0.094 0.071
H -1.03359 2.38297 -0.46666 -0.177 -0.101 0.180
C 2.78776 0.60528 -1.12737 -0.457 -0.642 0.589
C 3.62937 -0.12334 -2.16891 0.325 -1.021 -0.115
C 3.71968 1.39955 -0.23406 0.165 0.189 0.225
C 1.72190 1.47449 -1.76693 -0.028 0.230 -0.263
H 1.07371 0.85668 -2.40283 0.054 0.163 0.169
H 2.20756 2.23383 -2.39722 -0.140 -0.064 0.055
H 1.11669 1.98394 -1.00789 0.143 -0.211 -0.171
H 4.47795 0.72627 0.18854 -0.171 0.216 0.001
H 3.19439 1.89168 0.58690 0.119 -0.145 -0.065
H 4.22543 2.15597 -0.85111 -0.013 -0.034 0.169
O 3.65578 -1.52065 -1.71938 1.239 0.781 -1.368
H 4.67482 0.21157 -2.22876 -0.353 -0.023 0.085
H 3.19322 -0.10235 -3.17042 -0.083 -0.066 0.006
O -3.64713 -0.78668 1.24892 -1.183 0.459 -0.526
H -4.64033 0.60191 0.05607 0.106 -0.063 -0.049
H -3.85653 1.26552 1.52209 0.066 -0.177 -0.154
C -1.97443 -2.53369 1.50179 -0.306 1.177 0.327
C 2.40559 -2.99603 -0.25731 0.687 1.044 -0.432
C 0.95065 -3.13456 -0.58982 0.507 -2.185 -2.159
H 2.59950 -2.97152 0.83228 -0.431 -0.080 0.119
H 3.09001 -3.72143 -0.70047 -0.250 -0.060 -0.181
C 0.05759 -2.36716 0.11436 0.494 0.721 2.315
C -1.18831 -2.93221 0.28802 -1.586 -2.328 -1.890
H 1.49815 -0.65974 2.63835 1.908 -0.265 -1.871
C -1.74174 -3.77134 -0.74184 0.573 1.402 1.137
C -0.90387 -4.14296 -1.81475 0.521 -0.057 0.304
C -3.22964 -3.99649 -0.75892 -0.203 -0.036 0.068
C 0.48667 -3.96917 -1.66182 0.014 1.177 0.631
H -1.31742 -4.58173 -2.73489 0.182 -0.006 0.496
C 1.47803 -4.42545 -2.70364 0.084 -0.070 -0.038
H 0.93988 -4.77603 -3.59480 0.236 -0.024 0.160
H 2.12013 -5.23689 -2.32248 -0.183 0.136 -0.216
H 2.14778 -3.59294 -2.99368 -0.293 -0.413 0.043
H -3.55327 -4.56440 0.13109 -0.043 0.059 -0.407
H -3.51825 -4.53841 -1.67157 -0.060 0.093 0.327
H -3.77311 -3.02722 -0.73200 0.155 -0.531 -0.085
H -2.85751 -3.12122 1.75150 0.059 -0.024 -0.225
H -1.34817 -2.44542 2.40657 0.032 -0.399 -0.295
Br -1.31789 2.20096 3.88139 0.113 0.157 0.118
C -0.49930 3.62650 2.93666 -0.019 0.516 -0.360
C -1.01903 4.91652 3.07157 0.207 0.074 -0.224
C -0.52029 5.95218 2.26875 0.092 -0.494 0.016
C 0.47598 5.67216 1.32589 0.039 -0.048 0.066
C 1.00638 4.37849 1.21338 -0.398 0.084 0.387
C 0.53504 3.34223 2.03388 -0.611 0.505 0.081
C 1.10744 1.95307 2.00888 1.744 -1.707 0.366
O 2.05903 1.71025 2.76857 -1.423 0.803 -1.084
O 0.58624 1.10609 1.15442 0.038 2.130 0.714
H -1.81956 5.10316 3.78894 0.239 -0.071 -0.221
H -0.92693 6.96048 2.37365 0.150 -0.317 -0.064
H 0.84733 6.47704 0.67850 -0.132 -0.410 0.274
H 1.77819 4.16358 0.47903 -0.050 0.030 0.125
```
Positions in Å, forces in eV/Å.

Atomic partial charges in e from the Löwdin method, atoms 1 to 8:
1 Al 0.064
2 Cl 0.238
3 N 0.153
4 N 0.133
5 C -0.343
6 C -0.364
7 C -0.513
8 C -0.057

---

No. 2
Here is C27H32AsCl2N6O7Rb as an isolated structure in a non-equilibrium geometry from OMol25. Energies are from ωB97M-V with the def2-TZVPD basis set.

Kohn-Sham gap	6.3	eV
HOMO energy	-2.405	eV
charge	-2
2S+1	1
ΔE to the lowest compared entry with this formula, charge and spin	15.63	kcal per mole
largest force on an atom	1.16	eV Å⁻¹
E	-138332.9769	eV

Geometry as XYZ:
```
76
Properties=species:S:1:pos:R:3:forces:R:3
Rb 0.21942 -0.44519 -0.13895 -0.139 -0.453 1.056
O -3.16792 -0.56527 -2.46559 -0.114 0.001 0.022
C -2.69063 -1.48486 -1.59890 0.022 -0.063 -0.017
O -1.66285 -2.07738 -1.78777 -0.110 0.049 -0.114
C -3.57535 -1.62635 -0.37933 -0.038 -0.009 0.048
O -3.90479 -2.97833 -0.18777 0.030 0.011 0.041
C -3.79701 -3.44843 1.15413 0.109 -0.024 -0.040
C -2.34791 -3.71423 1.62303 -0.202 0.077 0.015
O -2.15033 -4.79314 2.20623 0.039 -0.007 0.011
O -1.51683 -2.79537 1.39058 0.061 0.017 -0.071
H -2.47513 -0.42018 -3.12803 0.076 -0.006 -0.040
H -4.47800 -1.02212 -0.51407 -0.013 -0.010 -0.008
H -2.99327 -1.23409 0.45996 -0.003 0.008 -0.005
H -4.34839 -4.38463 1.18720 -0.016 -0.012 -0.019
H -4.26748 -2.73568 1.84444 -0.004 0.008 0.012
Cl -1.73782 4.63614 2.21872 -0.003 0.011 0.003
C -0.60281 3.59192 3.04511 0.017 -0.050 -0.008
C -0.15798 3.98983 4.30323 0.056 -0.089 -0.001
C 0.72282 3.21694 5.01021 -0.072 0.125 0.006
Cl 1.25559 3.76341 6.59365 0.009 -0.014 0.004
C 1.19750 1.99770 4.47751 -0.012 -0.097 -0.104
C 2.09948 1.13926 5.14252 0.014 -0.035 -0.019
C 2.49464 -0.02400 4.54413 0.017 0.025 0.075
C 1.99677 -0.33979 3.26873 -0.037 0.039 -0.061
N 1.16373 0.44034 2.62118 0.019 -0.019 0.027
C 0.74739 1.59259 3.19070 0.013 0.037 0.085
C -0.20195 2.39607 2.39743 -0.007 0.064 -0.039
O -0.59319 2.02999 1.26410 -0.035 0.055 -0.038
H -0.51743 4.92153 4.71963 -0.001 0.003 0.007
H 2.46372 1.41546 6.12340 0.003 -0.003 0.004
H 3.18035 -0.70207 5.03645 0.001 0.004 0.003
H 2.28458 -1.25722 2.76473 -0.002 0.004 -0.003
C 0.52307 -6.21584 0.79306 -0.006 0.069 0.030
C 1.43986 -5.03717 0.73394 0.013 0.071 -0.012
C 2.77254 -4.90685 0.38451 0.067 -0.008 -0.012
C 3.05265 -3.52856 0.49530 -0.018 -0.108 -0.013
N 1.97125 -2.86939 0.88944 -0.034 0.026 -0.070
N 1.01059 -3.80068 1.02825 -0.062 -0.004 0.093
C 4.33030 -2.79976 0.23211 -0.037 -0.010 0.017
H 0.97770 -7.03322 1.35538 0.012 -0.005 0.000
H 0.29628 -6.58372 -0.20973 0.001 0.007 -0.009
H -0.41257 -5.93225 1.27941 0.016 -0.041 -0.006
H 3.44243 -5.69479 0.07703 0.000 0.015 0.008
H 0.05084 -3.49856 1.29027 0.003 -0.011 -0.020
H 5.08358 -3.02539 0.99117 0.004 0.007 0.000
H 4.14541 -1.72677 0.23355 0.019 0.006 -0.003
H 4.74845 -3.06520 -0.73925 0.008 0.012 -0.011
C -3.83076 2.69091 -0.68756 0.060 0.026 -0.040
C -2.59830 3.43200 -1.20055 -0.016 -0.059 0.036
As -1.23036 2.15261 -1.81679 -0.167 0.197 -0.145
C 0.33661 3.34172 -1.77844 -0.015 0.070 -0.031
C 0.21025 4.65332 -2.54469 -0.005 -0.056 0.029
C -1.68902 2.24235 -3.74434 0.080 -0.104 -0.004
C -0.75382 1.38215 -4.59522 -0.053 0.059 0.037
H -4.61092 3.37997 -0.35181 0.011 0.013 0.001
H -3.54974 2.06251 0.15931 -0.032 -0.019 0.000
H -4.25939 2.04807 -1.46205 -0.006 -0.019 0.038
H -2.14497 4.00209 -0.39037 0.017 -0.009 -0.002
H -2.85486 4.12208 -2.00914 0.005 -0.011 -0.013
H 1.18038 2.75410 -2.14190 0.005 -0.013 -0.004
H 0.49843 3.52073 -0.71317 -0.003 -0.024 0.005
H 0.11554 4.47957 -3.61833 0.003 0.016 -0.005
H 1.09179 5.28245 -2.39554 0.008 -0.002 0.011
H -0.66193 5.22352 -2.21695 0.007 0.014 -0.008
H -1.68712 3.27979 -4.08368 0.004 0.027 -0.002
H -2.72386 1.89226 -3.82054 -0.009 0.002 0.012
H 0.27225 1.74965 -4.55624 0.002 -0.020 -0.001
H -1.06197 1.35610 -5.64403 -0.010 0.005 0.002
H -0.70336 0.35210 -4.22923 0.017 0.014 -0.013
O 1.37912 0.22518 -2.36658 0.143 0.196 -0.670
N 2.53044 -0.09146 -1.98830 0.282 0.058 -0.137
C 3.51382 0.10309 -2.87116 0.205 -0.045 -0.001
C 3.27251 0.62720 -4.17931 -0.071 -0.020 0.059
N 3.08353 1.04623 -5.23700 0.023 0.008 0.019
C 4.85354 -0.21855 -2.50066 -0.165 0.051 0.002
N 5.95084 -0.45646 -2.23672 0.013 -0.026 0.000
```
Positions in Å, forces in eV/Å.

Atomic partial charges in e from the Löwdin method, atoms 1 to 8:
1 Rb 0.818
2 O 0.069
3 C -0.515
4 O 0.063
5 C -0.133
6 O -0.110
7 C -0.117
8 C -0.653

---

No. 3
Here is C27H32BiClN3O6 as an isolated structure in a non-equilibrium geometry from OMol25. Energies are from ωB97M-V with the def2-TZVPD basis set.

Kohn-Sham gap (spin up / spin down)	3.9 / 3.9	eV
HOMO energy (spin up / spin down)	-2.340 / -2.339	eV
charge	-1
2S+1	1
largest force on an atom	4.74	eV Å⁻¹
E	-63631.3653	eV

Geometry as XYZ:
```
70
Properties=species:S:1:pos:R:3:forces:R:3
Bi -1.69370 0.14169 -0.35003 2.906 2.965 0.363
Cl -3.11767 -1.21668 1.30497 -1.180 -2.490 1.958
N -0.01306 2.38853 -1.02522 -0.989 1.726 -1.330
N -0.38290 -2.20129 -0.59887 -0.729 -2.356 -1.349
C -0.89780 3.11611 -1.66510 1.888 -2.106 1.713
C -0.95063 -2.93668 -1.52635 1.660 2.079 2.654
C 1.06276 3.33001 -0.55652 -0.493 -0.660 -0.595
C 0.38830 4.69185 -0.70444 -0.948 0.096 -0.246
C 2.24378 3.21316 -1.51856 0.065 -0.131 -0.405
C 1.50172 3.01398 0.84661 -0.011 0.158 0.337
H 1.92888 3.44390 -2.55421 0.159 -0.111 0.391
H 2.65846 2.19265 -1.49564 -0.180 0.360 -0.022
H 3.02795 3.92500 -1.22204 -0.106 -0.162 -0.085
H 0.64440 2.97957 1.51300 -0.085 -0.086 0.124
H 2.19614 3.78253 1.18784 0.126 0.106 0.086
H 2.00012 2.04682 0.90290 -0.114 -0.035 -0.085
C 0.59983 -3.07663 0.15830 -1.209 0.866 -0.317
C 0.51697 -4.38842 -0.61406 -0.610 -0.238 -0.799
C 0.10538 -3.22495 1.58731 -0.196 0.177 0.361
C 1.97219 -2.44740 0.11754 0.199 0.072 -0.103
H 2.24246 -2.24334 -0.91991 0.103 0.081 0.007
H 2.70193 -3.14237 0.53643 0.119 -0.054 0.045
H 1.99110 -1.52167 0.69738 -0.141 -0.033 -0.107
H -0.91277 -3.64212 1.59793 0.259 0.070 0.043
H 0.09371 -2.24147 2.08945 -0.004 -0.361 -0.327
H 0.77644 -3.89358 2.14054 -0.095 0.000 -0.007
O -0.55010 -4.19190 -1.61879 0.466 -1.314 -0.123
H 0.19898 -5.24763 -0.01747 0.210 0.109 -0.022
H 1.42183 -4.60975 -1.18353 -0.007 -0.083 0.118
O -0.79499 4.43648 -1.56412 0.550 0.917 -0.054
H 0.97358 5.45810 -1.22259 -0.015 -0.165 0.198
H 0.00487 5.06158 0.25003 0.043 0.055 -0.099
C -1.98558 2.48446 -2.48497 0.111 0.856 0.273
C -1.97401 -2.40106 -2.47386 0.122 -0.863 0.445
C -1.39917 -1.18085 -3.14897 1.374 0.688 -0.944
H -2.85636 -2.14510 -1.85399 0.243 0.119 -0.410
H -2.28021 -3.24618 -3.12303 0.219 0.750 -0.013
C -1.24538 0.03151 -2.49048 -4.579 -0.240 1.191
C -1.42366 1.24303 -3.16398 1.068 -0.228 -0.315
H -3.26530 0.12062 0.88944 -1.018 0.642 -0.406
C -0.84153 1.26039 -4.42497 0.015 0.247 -0.018
C -0.43104 0.04063 -4.97147 0.356 -0.027 -0.981
C -0.54922 2.58271 -5.06923 0.189 0.131 -0.642
C -0.78602 -1.18571 -4.39892 -0.018 -0.343 -0.055
H 0.15185 0.04791 -5.91703 -0.470 -0.042 0.629
C -0.40984 -2.51008 -4.99520 0.091 -0.195 -0.581
H 0.16919 -2.32954 -5.92047 -0.306 -0.388 0.337
H -1.31931 -3.10154 -5.21634 0.491 0.150 -0.120
H 0.20503 -3.11174 -4.29124 -0.298 0.359 -0.426
H -1.46569 3.19407 -5.14742 0.417 -0.184 -0.157
H -0.12829 2.39227 -6.07367 -0.220 0.398 0.335
H 0.18976 3.17436 -4.48466 -0.403 -0.373 -0.281
H -2.39188 3.28099 -3.14569 0.356 -0.715 -0.004
H -2.81263 2.24274 -1.77604 0.396 -0.185 -0.458
O -0.79465 1.57880 2.61876 0.515 -0.737 1.130
C -0.01454 0.58756 2.79727 -1.081 1.389 -3.708
O 0.53373 0.02340 1.78803 0.482 -0.315 2.638
C 0.16069 0.13348 4.21275 0.385 -0.151 0.918
C 1.12233 -0.80691 4.58957 0.054 -0.265 0.679
C 1.27242 -1.20925 5.92401 -0.104 -0.017 0.423
C 0.47051 -0.64102 6.93387 -0.317 0.555 -1.951
C -0.47276 0.34881 6.56820 0.340 -0.485 0.414
C -0.61221 0.71969 5.22514 -0.176 -0.032 0.982
N 0.59447 -1.09695 8.29544 0.316 -0.753 2.024
O 1.42932 -2.00427 8.53415 -1.607 1.724 -0.299
O -0.13004 -0.58036 9.17820 1.357 -0.947 -1.678
H 1.78252 -1.24417 3.84910 -0.203 0.083 -0.126
H 1.99969 -1.97552 6.21810 -0.310 0.409 -0.258
H -1.08170 0.79307 7.36732 0.262 -0.162 -0.546
H -1.34866 1.49369 5.00951 0.314 -0.304 -0.364
```
Positions in Å, forces in eV/Å.

Atomic partial charges in e from the Löwdin method, atoms 1 to 8:
1 Bi 1.359
2 Cl 0.070
3 N 0.128
4 N 0.065
5 C -0.401
6 C -0.394
7 C -0.544
8 C -0.052